## i
{
  "formula": "C5H9N",
  "method": "ωB97M-V with the def2-TZVPD basis set",
  "orbital_gap_ev": 10.2202,
  "lumo_energy_ev": 0.94,
  "mol_weight_g_mol": 83.13,
  "multiplicity": 1,
  "smiles": "[H]/N=C\\C(C)=C\\C",
  "elements": ["H", "N", "C", "C", "C", "C", "C", "H", "H", "H", "H", "H", "H", "H", "H"],
  "positions_angstrom": [[-1.864, 1.117, -1.493], [-2.158, 1.512, -0.593], [-1.441, 1.013, 0.368], [-0.393, -0.048, 0.164], [-0.736, -1.492, 0.224], [0.763, 0.595, 0.014], [2.148, 0.108, -0.185], [-1.787, 1.081, 1.412], [-0.675, -1.860, 1.253], [-0.062, -2.086, -0.400], [-1.763, -1.650, -0.122], [0.427, 1.748, 0.071], [2.806, 0.505, 0.594], [2.531, 0.440, -1.155], [2.205, -0.985, -0.150]],
  "lowdin_charge": [0.0511, 0.0900, -0.2493, -0.3335, -0.0494, -0.1507, -0.0906, 0.1153, 0.0851, 0.0785, 0.0814, 0.1472, 0.0759, 0.0761, 0.0731]
}


## ii
{
  "formula": "C5H9N",
  "method": "ωB97M-V with the def2-TZVPD basis set",
  "orbital_gap_ev": 8.8008,
  "lumo_energy_ev": 1.14,
  "mol_weight_g_mol": 83.13,
  "multiplicity": 1,
  "smiles": "C=CCNC=C",
  "elements": ["C", "C", "C", "N", "C", "C", "H", "H", "H", "H", "H", "H", "H", "H", "H"],
  "positions_angstrom": [[-0.160, -0.507, 2.168], [0.299, 0.627, 1.651], [-0.374, 1.245, 0.438], [-0.610, 0.324, -0.641], [0.405, -0.408, -1.223], [0.472, -0.999, -2.421], [0.283, -1.316, 2.715], [-1.196, -0.765, 1.934], [1.235, 0.982, 2.071], [0.173, 2.093, 0.035], [-1.355, 1.595, 0.771], [-1.516, -0.030, -0.907], [1.354, -0.225, -0.712], [-0.360, -1.564, -2.831], [1.349, -1.050, -3.048]],
  "lowdin_charge": [-0.0057, -0.1701, -0.2227, -0.0586, -0.2483, -0.0329, 0.0510, 0.0620, 0.0905, 0.1093, 0.1206, 0.1311, 0.1070, 0.0339, 0.0329]
}


Structures ranked by computed energy, the most stable listed first: i, ii.


## i
{
  "formula": "C2H5NO2S",
  "method": "ωB97M-V with the def2-TZVPD basis set",
  "orbital_gap_ev": 8.9563,
  "lumo_energy_ev": 0.39,
  "mol_weight_g_mol": 107.13,
  "multiplicity": 1,
  "smiles": "OCC(=S)NO",
  "elements": ["O", "C", "C", "S", "N", "O", "H", "H", "H", "H", "H"],
  "positions_angstrom": [[-1.119, 1.057, -0.310], [0.248, 0.653, -0.780], [0.573, -0.727, -0.312], [1.450, -1.784, -1.184], [0.177, -0.890, 0.958], [-0.330, 0.024, 1.858], [-1.774, 0.673, -0.891], [0.270, 0.791, -1.827], [0.926, 1.338, -0.225], [0.355, -1.803, 1.448], [-0.776, 0.667, 1.264]],
  "lowdin_charge": [-0.0911, -0.1714, -0.8860, 0.6429, -0.0676, -0.0082, 0.0995, 0.1002, 0.1464, 0.1722, 0.0630]
}


## ii
{
  "formula": "C2H5NO2S",
  "method": "ωB97M-V with the def2-TZVPD basis set",
  "orbital_gap_ev": 8.3828,
  "lumo_energy_ev": -0.48,
  "mol_weight_g_mol": 107.13,
  "multiplicity": 1,
  "smiles": "ON1CCSO1",
  "elements": ["O", "N", "C", "C", "S", "O", "H", "H", "H", "H", "H"],
  "positions_angstrom": [[-0.996, 1.659, -0.742], [-0.396, 1.395, 0.456], [-0.207, -0.009, 0.690], [0.875, -0.629, -0.209], [2.406, 0.569, -0.194], [0.969, 1.795, 0.366], [-1.328, 2.607, -0.871], [-1.150, -0.424, 0.271], [-0.198, -0.265, 1.848], [1.288, -1.641, 0.256], [0.513, -0.727, -1.287]],
  "lowdin_charge": [-0.0348, -0.2442, -0.2691, -0.4296, 0.7914, -0.4393, 0.1538, 0.1183, 0.1660, 0.1044, 0.0829]
}


Structures ranked by computed energy, the most stable listed first: i, ii.


## i
{
  "formula": "C3H4N2O2",
  "method": "ωB97M-V with the def2-TZVPD basis set",
  "orbital_gap_ev": 10.0173,
  "lumo_energy_ev": 0.22,
  "mol_weight_g_mol": 100.08,
  "multiplicity": 1,
  "smiles": "C=C=CN[N+](=O)[O-]",
  "elements": ["C", "C", "C", "N", "N", "O", "O", "H", "H", "H", "H"],
  "positions_angstrom": [[-1.103, -0.967, 0.042], [-0.120, -0.181, -0.349], [0.589, 0.890, -0.645], [1.373, 1.498, 0.554], [2.169, 2.498, 0.239], [2.202, 2.915, -0.941], [2.793, 2.951, 1.214], [-1.982, -0.399, 0.282], [-1.130, -2.088, 0.008], [1.099, 1.271, -1.486], [1.496, 1.216, 1.506]],
  "lowdin_charge": [0.0185, -0.0883, 0.0043, 0.0925, -0.4551, 0.0180, 0.0296, 0.0596, 0.0824, 0.0865, 0.1519]
}


## ii
{
  "formula": "C3H4N2O2",
  "method": "ωB97M-V with the def2-TZVPD basis set",
  "orbital_gap_ev": 9.2124,
  "lumo_energy_ev": 0.56,
  "mol_weight_g_mol": 100.08,
  "multiplicity": 1,
  "elements": ["N", "C", "C", "O", "C", "O", "N", "H", "H", "H", "H"],
  "positions_angstrom": [[0.759, 1.510, 0.661], [0.071, 0.390, 0.396], [0.443, -0.946, 0.643], [-0.820, -1.700, 0.405], [-0.724, -1.046, -0.769], [-0.163, -1.451, -1.756], [-1.023, 0.397, -0.473], [0.679, 2.274, 0.004], [1.637, 1.410, 1.152], [1.100, -1.395, -0.160], [-1.959, 0.556, -0.102]],
  "lowdin_charge": [0.1846, -0.3684, -0.0177, 0.0156, -0.6052, 0.0909, 0.1748, 0.1192, 0.1154, 0.1514, 0.1394]
}


## iii
{
  "formula": "C3H4N2O2",
  "method": "ωB97M-V with the def2-TZVPD basis set",
  "orbital_gap_ev": 9.5492,
  "lumo_energy_ev": 0.78,
  "mol_weight_g_mol": 100.08,
  "multiplicity": 1,
  "smiles": "Nc1ocnc1O",
  "elements": ["N", "C", "O", "C", "N", "C", "O", "H", "H", "H", "H"],
  "positions_angstrom": [[1.926, 0.358, -0.009], [0.603, -0.076, -0.186], [0.418, -1.475, -0.102], [-0.902, -1.583, 0.012], [-1.559, -0.410, -0.006], [-0.575, 0.506, -0.105], [-1.038, 1.794, -0.084], [2.240, 0.676, 0.994], [2.225, 1.153, -0.659], [-1.384, -2.547, -0.099], [-1.955, 1.603, 0.243]],
  "lowdin_charge": [0.0631, -0.3097, 0.0870, -0.1554, 0.1397, -0.3926, 0.0620, 0.1345, 0.1143, 0.1332, 0.1240]
}


Structures ranked by computed energy, the most stable listed first: iii, ii, i.


## i
{
  "formula": "C3H4N2O2",
  "method": "ωB97M-V with the def2-TZVPD basis set",
  "orbital_gap_ev": 9.1276,
  "lumo_energy_ev": -0.75,
  "mol_weight_g_mol": 100.08,
  "multiplicity": 1,
  "smiles": "OC1(O)C=CN=N1",
  "elements": ["O", "C", "O", "C", "C", "N", "N", "H", "H", "H", "H"],
  "positions_angstrom": [[-0.851, -1.466, -0.537], [-0.037, -0.325, -0.639], [1.092, -0.554, -1.470], [0.518, 0.162, 0.674], [-0.083, 1.437, 0.696], [-0.931, 1.650, -0.310], [-0.887, 0.727, -1.159], [-1.018, -1.848, -1.397], [0.683, -0.990, -2.191], [1.119, -0.141, 1.613], [-0.023, 2.258, 1.489]],
  "lowdin_charge": [0.0626, -0.6509, 0.0649, 0.0810, -0.1426, 0.0240, 0.1172, 0.0977, 0.0718, 0.1480, 0.1264]
}


## ii
{
  "formula": "C3H4N2O2",
  "method": "ωB97M-V with the def2-TZVPD basis set",
  "orbital_gap_ev": 8.8162,
  "lumo_energy_ev": -0.20,
  "mol_weight_g_mol": 100.08,
  "multiplicity": 1,
  "elements": ["C", "C", "N", "C", "N", "O", "O", "H", "H", "H", "H"],
  "positions_angstrom": [[0.870, -0.102, -0.018], [0.340, -1.330, 1.051], [0.988, 1.120, 0.629], [-0.788, -0.228, -0.652], [-1.608, 0.637, -0.288], [1.718, -0.570, -0.783], [-0.083, -2.388, 1.118], [0.109, 1.595, 0.794], [1.833, 1.610, 0.371], [-2.501, 0.645, -0.785], [-0.878, -0.989, -1.437]],
  "lowdin_charge": [-0.7213, 0.0681, 0.1062, -0.1335, 0.0978, 0.0049, 0.2074, 0.0752, 0.1071, 0.0684, 0.1198]
}


Structures ranked by computed energy, the most stable listed first: ii, i.


## i
{
  "formula": "C4H4FNS2",
  "method": "ωB97M-V with the def2-TZVPD basis set",
  "orbital_gap_ev": 6.6594,
  "lumo_energy_ev": -1.86,
  "mol_weight_g_mol": 149.22,
  "multiplicity": 1,
  "smiles": "F/C=C(/C=S)NC=S",
  "elements": ["F", "C", "C", "C", "S", "N", "C", "S", "H", "H", "H", "H"],
  "positions_angstrom": [[-1.623, -1.563, -0.635], [-1.344, -0.257, -0.978], [-0.192, 0.309, -0.468], [0.274, 1.722, -0.693], [-0.008, 2.218, -2.267], [0.552, -0.406, 0.543], [0.584, -1.360, 1.393], [1.558, -1.410, 2.864], [-1.844, 0.323, -1.777], [0.852, 2.328, -0.066], [1.405, 0.204, 0.801], [-0.216, -2.109, 1.282]],
  "lowdin_charge": [0.0206, -0.0482, -0.3006, -0.4835, 0.7095, -0.0300, -0.6691, 0.4582, 0.0977, 0.0362, 0.1405, 0.0688]
}


## ii
{
  "formula": "C4H4FNS2",
  "method": "ωB97M-V with the def2-TZVPD basis set",
  "orbital_gap_ev": 9.9883,
  "lumo_energy_ev": 0.13,
  "mol_weight_g_mol": 149.22,
  "multiplicity": 1,
  "smiles": "N#C[C@@]1(S)[C@@H](F)[C@@H]1S",
  "elements": ["N", "C", "C", "S", "C", "F", "C", "S", "H", "H", "H", "H"],
  "positions_angstrom": [[-0.180, 2.965, -1.096], [0.108, 1.851, -0.654], [0.435, 0.423, -0.165], [2.221, 0.254, 0.082], [-0.502, 0.357, 1.036], [-1.206, 1.508, 1.213], [-0.714, -0.534, -0.162], [-0.364, -2.332, 0.398], [2.700, -0.489, -0.952], [-0.480, -0.359, 2.083], [-1.562, -0.568, -0.959], [-0.455, -3.074, -0.823]],
  "lowdin_charge": [0.1481, -0.1885, -0.7194, 0.7893, -0.3596, 0.0118, -0.5012, 0.6793, -0.1199, 0.2048, 0.1504, -0.0950]
}


Structures ranked by computed energy, the most stable listed first: i, ii.


## i
{
  "formula": "C3H9NO2",
  "method": "ωB97M-V with the def2-TZVPD basis set",
  "orbital_gap_ev": 9.9757,
  "lumo_energy_ev": 0.65,
  "mol_weight_g_mol": 91.11,
  "multiplicity": 1,
  "smiles": "CC(=O)O.CN",
  "elements": ["C", "C", "O", "O", "H", "H", "H", "H", "C", "N", "H", "H", "H", "H", "H"],
  "positions_angstrom": [[1.506, -1.970, -0.093], [1.689, -1.402, 1.278], [2.685, -1.518, 1.942], [0.752, -0.489, 1.638], [1.375, -3.056, -0.094], [2.405, -1.747, -0.645], [0.567, -1.657, -0.548], [1.135, 0.200, 2.139], [-2.186, 1.871, -0.568], [-1.135, 1.094, -1.259], [-3.156, 1.524, -0.896], [-2.040, 2.950, -0.532], [-2.158, 1.618, 0.488], [-1.107, 1.440, -2.197], [-0.332, 1.142, -0.653]],
  "lowdin_charge": [0.0118, -0.5569, 0.0959, 0.0901, 0.0904, 0.0908, 0.0775, 0.0929, -0.1974, -0.0615, 0.0620, 0.0617, 0.0586, 0.0449, 0.0392]
}


## ii
{
  "formula": "C3H9NO2",
  "method": "ωB97M-V with the def2-TZVPD basis set",
  "orbital_gap_ev": 10.5895,
  "lumo_energy_ev": 0.74,
  "mol_weight_g_mol": 91.11,
  "multiplicity": 1,
  "smiles": "CNC(C)=O.O",
  "elements": ["C", "N", "C", "C", "O", "H", "H", "H", "H", "H", "H", "H", "O", "H", "H"],
  "positions_angstrom": [[2.633, -0.614, 0.040], [1.611, 0.369, -0.148], [0.267, 0.139, -0.041], [-0.517, 1.482, 0.013], [-0.194, -0.974, 0.068], [2.245, -1.684, 0.166], [3.108, -0.659, -0.942], [3.399, -0.296, 0.827], [1.857, 1.365, 0.232], [0.074, 2.365, 0.124], [-1.161, 1.496, 0.906], [-1.245, 1.549, -0.772], [-3.270, -0.381, -0.016], [-3.793, -1.174, -0.162], [-2.356, -0.753, 0.167]],
  "lowdin_charge": [-0.1092, -0.0456, -0.5233, -0.0011, 0.0445, 0.1076, 0.0702, 0.1042, 0.1726, 0.0551, 0.0901, 0.0730, -0.0931, 0.0257, 0.0293]
}


## iii
{
  "formula": "C3H9NO2",
  "method": "ωB97M-V with the def2-TZVPD basis set",
  "orbital_gap_ev": 10.1923,
  "lumo_energy_ev": 0.51,
  "mol_weight_g_mol": 91.11,
  "multiplicity": 1,
  "elements": ["C", "C", "C", "H", "H", "H", "H", "H", "H", "H", "H", "H", "N", "O", "O"],
  "positions_angstrom": [[0.593, 1.361, -0.110], [0.036, 0.081, 0.116], [-2.294, -0.814, 0.031], [4.143, -1.088, -0.541], [2.479, -1.011, -0.279], [-0.230, 2.106, -0.566], [1.328, 1.402, -0.727], [0.834, 1.569, 1.136], [-1.672, 1.216, 0.409], [-1.752, -1.719, -0.151], [-2.903, -1.099, 1.058], [-3.038, -0.669, -0.811], [-1.323, 0.203, 0.236], [3.239, -0.490, 0.305], [0.560, -1.048, -0.106]],
  "lowdin_charge": [-0.0121, -0.5587, -0.1161, 0.2356, 0.0346, 0.1364, 0.0012, 0.2006, 0.1694, 0.0551, 0.1289, 0.0938, -0.0530, -0.3078, -0.0079]
}


Structures ranked by computed energy, the most stable listed first: ii, i, iii.


## i
{
  "formula": "C3H9NO2",
  "method": "ωB97M-V with the def2-TZVPD basis set",
  "orbital_gap_ev": 10.8631,
  "lumo_energy_ev": 0.82,
  "mol_weight_g_mol": 91.11,
  "multiplicity": 1,
  "smiles": "CC(N)=O.CO",
  "elements": ["C", "C", "N", "O", "H", "H", "H", "H", "H", "C", "O", "H", "H", "H", "H"],
  "positions_angstrom": [[-2.612, -0.958, -0.009], [-1.105, -0.646, -0.119], [-0.508, -0.865, 1.060], [-0.522, -0.169, -1.137], [-2.976, -0.456, 0.899], [-2.770, -2.033, 0.067], [-3.192, -0.657, -0.886], [-1.070, -1.054, 1.907], [0.438, -0.486, 1.226], [2.608, 1.753, -0.165], [1.816, 0.580, 0.169], [3.151, 1.548, -1.095], [1.944, 2.631, -0.288], [3.238, 1.918, 0.736], [1.100, 0.460, -0.488]],
  "lowdin_charge": [-0.0141, -0.5286, 0.1443, -0.0129, 0.0801, 0.0778, 0.0804, 0.1237, 0.0986, -0.1251, -0.1867, 0.0752, 0.0783, 0.0831, 0.0260]
}


## ii
{
  "formula": "C3H9NO2",
  "method": "ωB97M-V with the def2-TZVPD basis set",
  "orbital_gap_ev": 10.0762,
  "lumo_energy_ev": 0.80,
  "mol_weight_g_mol": 91.11,
  "multiplicity": 1,
  "smiles": "CC(=O)O.CN",
  "elements": ["C", "C", "O", "O", "H", "H", "H", "H", "C", "N", "H", "H", "H", "H", "H"],
  "positions_angstrom": [[-3.095, 0.864, 0.091], [-1.614, 1.100, 0.233], [-0.812, 1.240, -0.639], [-1.284, 1.298, 1.588], [-3.351, 0.950, -0.960], [-3.470, 1.635, 0.782], [-3.562, 0.027, 0.626], [-0.636, 0.609, 1.720], [2.581, -0.750, -0.881], [2.321, -1.579, 0.291], [1.699, -0.381, -1.410], [3.329, -1.032, -1.633], [2.963, 0.233, -0.534], [1.706, -2.349, 0.089], [3.224, -1.866, 0.636]],
  "lowdin_charge": [0.0038, -0.5370, 0.1195, 0.0425, 0.0864, 0.0942, 0.0915, 0.0967, -0.2195, -0.0656, 0.0582, 0.0608, 0.0691, 0.0476, 0.0520]
}


## iii
{
  "formula": "C3H9NO2",
  "method": "ωB97M-V with the def2-TZVPD basis set",
  "orbital_gap_ev": 8.7852,
  "lumo_energy_ev": 0.62,
  "mol_weight_g_mol": 91.11,
  "multiplicity": 1,
  "elements": ["C", "C", "C", "N", "O", "O", "H", "H", "H", "H", "H", "H", "H", "H", "H"],
  "positions_angstrom": [[-0.859, -0.699, -0.250], [-0.553, 0.246, 0.778], [1.262, -0.023, 0.781], [1.966, 0.730, -0.202], [-0.254, -0.690, -1.478], [-2.464, 0.083, -0.388], [-0.622, -1.420, -1.997], [-2.340, 0.887, -0.914], [-1.142, -1.694, 0.089], [1.807, 0.362, -1.137], [1.710, 1.711, -0.203], [-0.669, 1.313, 0.617], [-0.868, -0.074, 1.766], [1.535, -1.078, 0.757], [1.490, 0.346, 1.781]],
  "lowdin_charge": [-0.3102, -0.0986, -0.2156, -0.0237, 0.0207, -0.1921, 0.1238, 0.0236, 0.1489, 0.0604, 0.0708, 0.1056, 0.1078, 0.0962, 0.0825]
}


Structures ranked by computed energy, the most stable listed first: i, ii, iii.